Arrangement one

The following is a DFT calculation (ωB97M-V/def2-TZVPD) of a cluster of 2 separate species, C5H12NO in total.

* E_HOMO (spin up / spin down): -0.347 / -0.347 Ha
* gap between HOMO and LUMO (spin up / spin down): 10.45 / 7.54 eV
* LUMO energy (spin up / spin down): 1.005 / -1.906 eV
* spin multiplicity: 2

```
19
C5H12NO (ωB97M-V/def2-TZVPD)
N -1.505 -2.168 2.241
C -0.597 -1.051 1.997
O -0.846 -0.259 0.933
H -2.424 -1.756 2.367
H -1.559 -2.756 1.416
H -0.513 -0.502 2.948
H 0.415 -1.494 1.891
C 0.138 2.222 -0.463
C -0.035 1.095 -1.514
C 1.239 0.340 -1.741
C 1.420 -0.924 -1.356
H 0.888 2.940 -0.801
H -0.831 2.691 -0.315
H 0.435 1.727 0.458
H -0.436 1.531 -2.431
H -0.709 0.364 -1.034
H 2.014 0.846 -2.321
H 2.321 -1.506 -1.479
H 0.586 -1.338 -0.796
```


Arrangement two

The following is a DFT calculation (ωB97M-V/def2-TZVPD) of a structure of composition C5H12NO.

* E_HOMO (spin up / spin down): -0.364 / -0.352 Ha
* gap between HOMO and LUMO (spin up / spin down): 10.96 / 7.26 eV
* LUMO energy (spin up / spin down): 1.058 / -2.317 eV
* spin multiplicity: 2

```
19
C5H12NO (ωB97M-V/def2-TZVPD)
C 1.042 -0.056 1.460
C 0.295 0.275 0.192
C -0.861 1.193 0.554
C -2.036 1.113 -0.520
N -0.166 -0.841 -0.681
C 1.477 -1.546 -1.157
O 2.648 -1.447 -0.493
H 0.412 0.455 2.318
H 2.046 0.209 1.372
H 0.953 -1.203 1.381
H 1.122 0.853 -0.422
H -0.484 2.096 1.014
H -1.500 0.688 1.237
H -1.759 1.438 -1.598
H -2.330 0.045 -0.626
H -2.868 1.848 -0.383
H -0.522 -1.670 -0.177
H 1.353 -0.853 -2.070
H 1.178 -2.598 -1.401
```


Structures ranked by computed energy, the most stable listed first: arrangement one, arrangement two.